No. 1
{
  "formula": "C4H6O",
  "method": "ωB97M-V with the def2-TZVPD basis set",
  "species": ["O", "C", "C", "C", "C", "H", "H", "H", "H", "H", "H"],
  "coordinates": [[2.478, -0.636, 0.019], [1.377, -0.466, 0.477], [0.435, 0.321, -0.289], [-0.851, 0.850, 0.189], [-0.865, -0.510, -0.403], [1.017, -0.947, 1.417], [0.955, 0.815, -1.115], [-0.993, 0.939, 1.249], [-1.215, 1.655, -0.430], [-1.097, -1.348, 0.279], [-1.240, -0.673, -1.393]],
  "gap_ev": 10.8,
  "smiles": "O=CC1CC1",
  "e_above_lowest_kj_mol": 66.7
}

No. 2
{
  "formula": "C5H9NO",
  "method": "ωB97M-V with the def2-TZVPD basis set",
  "species": ["C", "N", "C", "O", "C", "C", "C", "H", "H", "H", "H", "H", "H", "H", "H", "H"],
  "coordinates": [[-0.253, -0.719, -3.082], [-0.241, -0.226, 1.645], [0.527, 0.213, 2.631], [1.762, 0.210, 2.714], [0.581, -0.545, 0.523], [-0.106, -0.804, -0.715], [0.226, -0.187, -1.954], [-0.125, -0.226, -4.036], [-0.941, -1.558, -3.114], [-0.022, 0.692, 3.451], [1.260, -1.420, 0.689], [1.354, 0.215, 0.292], [-2.237, 2.444, 1.606], [-0.814, -1.633, -0.814], [0.798, 0.731, -1.899], [-1.769, 2.814, 2.061]],
  "gap_ev": 4.9,
  "e_above_lowest_kj_mol": 598.6
}

No. 3
{
  "formula": "C3H6O2",
  "method": "ωB97M-V with the def2-TZVPD basis set",
  "species": ["O", "C", "C", "C", "O", "H", "H", "H", "H", "H", "H"],
  "coordinates": [[-2.483, 0.029, 0.620], [-1.139, -0.159, 0.555], [-0.301, 0.462, -0.271], [1.167, 0.149, -0.325], [1.391, -1.116, 0.268], [-2.737, 0.638, -0.087], [-0.805, -0.904, 1.269], [-0.673, 1.216, -0.966], [1.495, 0.160, -1.378], [1.747, 0.931, 0.195], [2.338, -1.294, 0.241]],
  "gap_ev": 9.6,
  "smiles": "O/C=C/CO",
  "e_above_lowest_kj_mol": 151.1
}

No. 4
{
  "formula": "C26H30MoN4O6S3",
  "method": "ωB97M-V with the def2-TZVPD basis set",
  "species": ["Mo", "C", "N", "C", "C", "N", "C", "C", "C", "C", "C", "C", "C", "S", "C", "C", "C", "C", "C", "C", "S", "H", "H", "H", "H", "H", "H", "H", "H", "H", "H", "H", "H", "H", "H", "H", "H", "H", "H", "C", "C", "C", "C", "C", "C", "C", "S", "O", "O", "N", "C", "C", "C", "O", "O", "H", "H", "H", "H", "H", "H", "H", "H", "H", "H", "H", "H", "O", "N", "O"],
  "coordinates": [[-0.199, -0.848, 1.274], [-2.346, 0.667, 3.605], [-0.952, 0.814, 3.106], [-0.750, 2.167, 2.545], [-1.399, 2.278, 1.198], [-0.933, 1.256, 0.197], [0.193, 1.831, -0.588], [-2.096, 0.996, -0.655], [-2.438, 1.805, -1.726], [-3.625, 1.579, -2.409], [-4.479, 0.559, -2.013], [-4.144, -0.242, -0.933], [-2.947, -0.018, -0.263], [-2.517, -1.100, 1.058], [-0.075, 0.576, 4.231], [0.287, 1.551, 5.141], [1.055, 1.205, 6.250], [1.438, -0.113, 6.478], [1.065, -1.098, 5.586], [0.333, -0.737, 4.451], [-0.042, -1.963, 3.298], [-2.545, 1.431, 4.360], [-2.472, -0.315, 4.054], [-3.057, 0.766, 2.792], [0.313, 2.378, 2.503], [-1.217, 2.914, 3.190], [-1.200, 3.271, 0.793], [-2.477, 2.185, 1.295], [-0.049, 2.842, -0.912], [0.379, 1.223, -1.464], [1.086, 1.875, 0.026], [-1.798, 2.619, -2.037], [-3.889, 2.217, -3.242], [-5.406, 0.385, -2.542], [-4.798, -1.046, -0.615], [-0.027, 2.578, 5.015], [1.340, 1.977, 6.953], [2.031, -0.369, 7.346], [1.351, -2.131, 5.739], [3.139, 1.867, -6.210], [2.621, 1.024, -5.081], [3.224, 1.068, -3.824], [2.746, 0.301, -2.775], [1.648, -0.520, -3.004], [1.033, -0.604, -4.252], [1.531, 0.169, -5.279], [0.930, -1.385, -1.689], [-0.490, -1.112, -1.616], [1.620, -1.013, -0.442], [1.088, -2.938, -2.043], [0.024, -3.922, -1.775], [0.195, -4.696, -0.473], [0.274, -3.911, 0.808], [0.611, -4.340, 1.853], [-0.123, -2.577, 0.676], [3.682, 2.736, -5.841], [2.327, 2.207, -6.851], [3.826, 1.288, -6.830], [4.084, 1.707, -3.666], [3.212, 0.336, -1.799], [0.184, -1.258, -4.409], [1.070, 0.114, -6.258], [2.041, -3.270, -2.134], [0.025, -4.628, -2.602], [-0.922, -3.389, -1.796], [1.083, -5.328, -0.491], [-0.655, -5.373, -0.353], [3.203, 0.878, 1.266], [2.618, 0.297, 2.049], [1.158, 0.304, 1.754]],
  "gap_ev": [6.0, 5.3],
  "e_above_lowest_kj_mol": 0.0,
  "total_charge": 2
}